[1]
{"formula": "C2H3NOS2", "method": "wB97M-V/def2-TZVPD", "total_charge": 0, "smiles": "S=CNOC=S", "e_homo_ev": -9.03, "orbital_gap_ev": 8.708, "energy_ha": -1004.23444, "relative_energy_kj_mol": 401.96, "symbols": ["C", "C", "H", "H", "H", "N", "O", "S", "S"], "coordinates": [[0.527861, 0.655330, -1.059807], [-0.940937, -0.475698, 1.104352], [1.421451, 0.871132, -1.599653], [1.856137, -0.820229, -0.025882], [-0.533002, 0.700341, 1.070297], [0.931423, -0.397545, -0.188341], [-0.200678, -1.293397, 0.207995], [-0.705833, 1.694396, -1.224171], [-2.356421, -0.934329, 1.715210]], "forces_ev_per_a": [[2.5, -1.1, 1.3], [0.1, 2.0, -1.2], [0.8, 0.4, -0.6], [-0.9, 0.3, -0.8], [-1.0, -3.5, 0.6], [-3.4, -0.2, -1.0], [1.3, 3.1, 1.5], [-0.3, -0.9, 0.1], [0.9, 0.0, -0.1]], "nbo_charge": [-0.13, -0.05, 0.19, 0.43, 0.23, -0.36, -0.36, 0.01, 0.04]}


[2]
{"formula": "C19H28N2Nd", "method": "wB97M-V/def2-TZVPD", "total_charge": -1, "multiplicity": 4, "s2": 4.20, "e_homo_ev": [-2.94, -2.81], "orbital_gap_ev": [5.762, 5.627], "energy_ha": -1411.47336, "symbols": ["C", "C", "C", "C", "C", "Nd", "N", "C", "C", "H", "H", "H", "H", "H", "H", "H", "H", "H", "H", "C", "C", "C", "C", "C", "C", "C", "C", "N", "C", "C", "C", "C", "H", "H", "H", "H", "H", "H", "H", "H", "H", "H", "H", "H", "H", "H", "H", "H", "H", "H"], "coordinates": [[-0.486239, 0.936474, -2.081214], [0.899100, 1.115288, -1.860907], [1.092060, 1.977379, -0.739533], [-0.225287, 2.359174, -0.248264], [-1.202684, 1.679715, -1.091484], [-0.279053, -0.476752, 0.309965], [-2.950452, -1.078021, 0.813172], [0.372289, -2.260087, -0.794123], [1.598707, -1.971696, -1.172826], [2.025840, 2.401300, -0.381380], [1.716983, 0.751468, -2.518995], [-0.431548, 3.070121, 0.521175], [-2.280608, 1.799080, -1.003915], [-0.954348, 0.425653, -2.947777], [1.647618, -1.545312, -2.174434], [0.076395, -2.788208, 0.209936], [-3.273314, -2.024829, 0.061432], [2.339149, -2.546123, -0.666209], [-0.567385, -1.971352, -1.462637], [-2.296431, 1.689758, 6.349356], [-1.349255, 1.750065, 5.182850], [-0.816535, 2.986607, 4.792058], [0.091365, 3.073560, 3.725648], [0.629283, 4.428260, 3.352956], [0.478772, 1.910795, 3.063104], [-0.046626, 0.631338, 3.417438], [-0.979719, 0.598326, 4.490181], [0.369563, -0.493389, 2.716240], [0.580883, -1.801846, 3.386479], [1.081757, -1.636741, 4.831736], [-0.732858, -2.602423, 3.367593], [1.666620, -2.563956, 2.612406], [-1.793769, 1.954291, 7.288563], [-3.127780, 2.393032, 6.221884], [-2.713441, 0.684647, 6.462600], [-1.112879, 3.892118, 5.324273], [-0.186818, 5.156684, 3.247407], [1.300704, 4.818231, 4.131814], [1.188031, 4.393626, 2.411524], [1.200863, 1.967184, 2.243372], [-1.430616, -0.354745, 4.772808], [0.327191, -1.196331, 5.487791], [1.344617, -2.623342, 5.241984], [1.977458, -1.002761, 4.861136], [-1.234584, -2.557307, 2.382734], [-0.523132, -3.651815, 3.642784], [-1.438742, -2.188854, 4.096750], [1.330778, -2.912221, 1.624675], [2.557329, -1.937848, 2.483700], [1.952649, -3.455014, 3.195674]], "forces_ev_per_a": [[-0.5, 0.4, -0.3], [0.6, 0.4, -0.1], [-1.9, 0.2, 0.0], [0.5, -1.7, -2.2], [1.2, 1.0, 0.5], [-0.8, 2.5, 2.5], [0.1, -2.9, -2.8], [-5.3, -2.0, 0.1], [1.1, 0.1, -1.1], [-0.1, -0.3, 0.0], [-0.8, 0.2, 0.7], [-0.1, 0.1, 0.4], [0.3, -0.2, -0.1], [0.4, 0.2, 0.8], [0.9, -0.2, 0.4], [0.5, 0.2, -2.1], [1.1, 3.2, 2.5], [1.2, 0.3, 0.0], [1.6, -1.2, 0.9], [-0.2, -0.1, 0.1], [0.5, 0.2, -0.4], [0.0, -0.2, -0.1], [-0.4, -0.4, 0.3], [0.2, 0.2, -0.1], [-0.3, -0.1, 0.1], [0.2, -0.4, 0.2], [0.0, 0.2, 0.0], [0.4, 0.4, -0.4], [-0.6, 1.0, -0.1], [0.1, -0.3, 0.1], [0.1, -0.5, 0.2], [0.1, -0.2, 0.2], [0.0, -0.1, -0.1], [0.1, -0.1, 0.0], [0.0, 0.1, 0.0], [0.0, -0.1, -0.1], [0.2, -0.2, 0.0], [-0.1, -0.1, -0.2], [-0.1, 0.0, 0.1], [-0.2, -0.1, 0.3], [0.1, 0.4, -0.1], [0.2, -0.1, -0.1], [0.0, 0.2, 0.0], [-0.2, -0.1, -0.1], [0.2, -0.1, 0.3], [-0.3, 0.2, -0.1], [0.1, -0.2, -0.2], [0.1, 0.2, 0.3], [-0.2, -0.1, 0.0], [-0.1, 0.1, -0.3]], "mulliken_charge": [-0.53, -0.61, -0.55, -0.33, -0.85, 0.67, -0.57, -0.16, -0.87, 0.43, 0.46, 0.53, 0.43, 0.48, 0.31, 0.39, 0.00, 0.27, 0.15, -1.67, 0.58, -0.62, 0.74, -1.82, -0.59, 0.32, -0.19, -0.18, 1.19, -1.82, -1.26, -1.52, 0.31, 0.36, 0.33, 0.33, 0.38, 0.41, 0.30, 0.58, 0.13, 0.42, 0.48, 0.35, 0.16, 0.37, 0.31, 0.25, 0.29, 0.46]}


[3]
{"formula": "C6H10NO", "method": "wB97M-V/def2-TZVPD", "total_charge": 2, "multiplicity": 2, "s2": 0.78, "e_homo_ev": [-20.18, -20.53], "orbital_gap_ev": [7.567, 7.590], "energy_ha": -363.61896, "relative_energy_kj_mol": 517.83, "symbols": ["O", "C", "C", "C", "C", "C", "C", "N", "H", "H", "H", "H", "H", "H", "H", "H", "H", "H"], "coordinates": [[1.413133, -0.601983, 1.973630], [0.066786, -0.521164, 2.294506], [-0.972715, -0.823562, 1.410049], [-0.745079, -1.085835, -0.026782], [-0.398046, 0.030355, -1.138131], [-0.972616, -0.072574, -2.417990], [1.025612, 1.833550, -1.431064], [0.217125, 1.007427, -0.516794], [0.014766, -0.031835, 3.258354], [0.816894, -0.032468, 1.315775], [-1.975293, -0.971832, 1.825334], [-1.363929, -1.891044, -0.419132], [0.252558, -1.600064, -0.090101], [-1.021128, -1.115947, -2.740372], [-1.212946, 0.817427, -2.996242], [0.453764, 2.080449, -2.336561], [1.318436, 2.753347, -0.917457], [2.029033, 1.423478, -1.584138]], "forces_ev_per_a": [[-4.4, 0.7, -1.0], [2.3, -0.4, 3.0], [-0.9, 0.1, -0.7], [1.9, -2.0, -2.0], [-2.0, 0.5, 3.1], [1.9, -0.5, 0.9], [-0.6, 1.4, 1.7], [1.7, 0.1, -2.5], [-1.1, -0.5, 0.5], [3.5, 0.9, -2.2], [0.3, 0.2, 0.0], [-0.8, 0.4, 0.2], [-0.4, 0.1, 0.4], [-0.9, 0.4, -0.5], [-0.2, -0.3, -0.2], [0.5, -0.4, -0.3], [-0.5, 0.1, 0.1], [-0.2, -0.8, -0.5]], "nbo_charge": [-0.42, 0.24, 0.06, -0.54, 0.10, 0.13, -0.50, -0.12, 0.28, 0.50, 0.30, 0.30, 0.30, 0.27, 0.28, 0.24, 0.28, 0.31]}